1.
The following is a DFT calculation (wB97M-V/def2-TZVPD) of 2 unconnected molecules or ions with the total composition C11H14FN.

Bonds (Å) are listed after each position.
Geometry (Å):
1 C -3.8107 0.5736 -0.0142  C2 1.387, C3 1.430, H14 1.008
2 C -3.0297 -0.5355 0.2744  C1 1.387, C4 1.390, H15 1.033
3 C -3.0990 1.7514 -0.4022  C1 1.430, C5 1.317, H16 1.028
4 C -1.6399 -0.5361 0.2552  C2 1.390, C6 1.388, H17 1.059
5 C -1.7918 1.7573 -0.5609  C3 1.317, C6 1.437, H18 1.076
6 C -1.0055 0.6474 -0.0968  C4 1.388, C5 1.437, C7 1.460
7 C 0.4336 0.4786 -0.2788  C6 1.460, C8 1.470, N12 1.403
8 C 1.5267 0.0176 0.5895  C7 1.470, C10 1.565, C11 1.492, N12 1.526
9 C 0.5994 -0.1352 -2.4243  H19 1.099, H20 1.015, H21 1.100
10 C 1.2779 -0.2811 2.1050  C8 1.565, H22 1.113, H23 0.983, H24 1.025
11 C 2.7224 -0.6080 -0.0462  C8 1.492, H25 1.019, H26 1.124, H27 1.131
12 N 1.2194 1.4843 0.3031  C7 1.403, C8 1.526, F13 1.399
13 F 2.0810 2.2357 -0.5029  N12 1.399
14 H -4.8100 0.4626 -0.0844  C1 1.008
15 H -3.5353 -1.4078 0.4978  C2 1.033
16 H -3.6074 2.5776 -0.7427  C3 1.028
17 H -1.0733 -1.3309 0.6670  C4 1.059
18 H -1.3964 2.6982 -0.9010  C5 1.076
19 H -0.3057 0.1636 -2.9706  C9 1.099
20 H 0.8123 -1.1246 -2.3507  C9 1.015
21 H 1.3902 0.4348 -2.9334  C9 1.100
22 H 0.2173 -0.5745 2.2719  C10 1.113
23 H 1.5285 0.5231 2.6121  C10 0.983
24 H 1.8454 -1.0662 2.4396  C10 1.025
25 H 2.9564 -1.5230 0.3375  C11 1.019
26 H 3.6354 0.0365 0.0701  C11 1.124
27 H 2.5852 -0.6797 -1.1666  C11 1.131

For the HOMO-LUMO gap (alpha / beta), the calculation gives 8.7 / 8.7 eV. For the total energy, the calculation gives -15835.063 eV. The calculation puts the HOMO energy (alpha / beta) at -8.53 / -8.53 eV. As for the energy relative to the best compared isomer or geometry (same formula, charge and spin): 157.40 kcal per mole.



2.
The following is a DFT calculation (wB97M-V/def2-TZVPD) of a gas-phase ion, C11H14FN2O4S (charge +1).

Bonds (Å) are listed after each position.
Geometry (Å):
1 C -4.3890 3.4792 -0.0892  C2 1.427, H20 1.192
2 C -3.4535 2.7283 -0.8622  C1 1.427, C3 1.673
3 C -2.2999 1.7860 -1.6227  C2 1.673, C4 1.639, H21 1.192, H22 1.181
4 C -1.3973 1.1254 -0.4241  C3 1.639, C5 1.651, N15 1.513
5 C -1.1349 -0.4800 -0.1436  C4 1.651, C6 1.640, N13 1.513
6 C -1.6317 -1.8143 -0.9575  C5 1.640, C7 1.670, H23 1.191, H24 1.172
7 C -0.2442 -2.6135 -1.4327  C6 1.670, O8 1.477, H25 1.185, H26 1.193
8 O 0.8891 -1.6680 -1.4997  C7 1.477, C9 1.473
9 C 2.1102 -2.2402 -0.9068  O8 1.473, O10 1.360, C11 1.657
10 O 2.8240 -3.2068 -1.5436  C9 1.360
11 C 2.6461 -1.6665 0.5523  C9 1.657, C12 1.641, H27 1.193, H28 1.171
12 C 4.2260 -1.9867 0.8574  C11 1.641, H29 1.193, H30 1.194, H31 1.182
13 N -0.2838 -0.3591 1.1014  C5 1.513, C14 1.513, H32 1.049
14 C 0.0205 1.0231 1.6370  N13 1.513, N15 1.513, H33 1.171
15 N -0.6892 1.9224 0.6489  C4 1.513, C14 1.513, S16 1.747
16 S -0.5708 3.6349 0.9708  N15 1.747, O17 1.568, O18 1.547, F19 1.748
17 O -1.5216 4.0090 2.1603  S16 1.568
18 O -0.8757 4.5538 -0.2363  S16 1.547
19 F 1.0458 3.8936 1.5830  S16 1.748
20 H -4.8742 3.9699 0.8822  C1 1.192
21 H -1.6345 2.5168 -2.2898  C3 1.192
22 H -2.8976 1.0032 -2.2753  C3 1.181
23 H -2.1321 -2.5377 -0.1543  C6 1.191
24 H -2.3211 -1.6019 -1.8809  C6 1.172
25 H -0.4677 -3.1645 -2.4574  C7 1.185
26 H 0.0347 -3.4831 -0.6648  C7 1.193
27 H 2.4056 -0.4979 0.5361  C11 1.193
28 H 2.0167 -2.1301 1.4245  C11 1.171
29 H 4.9508 -1.0961 0.5344  C12 1.193
30 H 4.3840 -2.0833 2.0368  C12 1.194
31 H 4.5997 -3.0141 0.4073  C12 1.182
32 H 0.0092 -1.2754 1.5202  N13 1.049
33 H 0.6564 1.2737 2.5883  C14 1.171

As for the SMILES: C#CCc1c(CCOC(=O)CC)[nH]c[n+]1S(=O)(=O)F. As for the net charge: +1. For the HOMO-LUMO gap, the calculation gives 7.1 eV. For the total energy, the calculation gives -36334.328 eV. The calculation puts the HOMO energy at -12.63 eV.



3.
The following is a DFT calculation (wB97M-V/def2-TZVPD) of 2 unconnected molecules or ions with the total composition C11H14N2.

Bonds (Å) are listed after each position.
Geometry (Å):
1 C -2.6178 -2.0336 -0.7170  C2 1.542, H7 1.034, H8 1.134, H9 1.153
2 C -1.2070 -2.6567 -0.7341  C1 1.542, C3 1.370, N6 1.410
3 C -0.0163 -2.3202 -0.1469  C2 1.370, N4 1.404, H10 1.043
4 N 1.0198 -3.0183 -0.7887  C3 1.404, C5 1.374, H11 1.003
5 C 0.3936 -3.9799 -1.5450  N4 1.374, N6 1.392, H12 1.076
6 N -0.9689 -3.7100 -1.6409  C2 1.410, C5 1.392
7 H -3.2023 -2.4682 0.0164  C1 1.034
8 H -3.0787 -2.2575 -1.7284  C1 1.134
9 H -2.6525 -0.8938 -0.5480  C1 1.153
10 H 0.2203 -1.4320 0.3469  C3 1.043
11 H 1.9388 -3.1887 -0.4243  N4 1.003
12 H 0.8816 -4.4890 -2.3579  C5 1.076
13 C -0.5142 2.9577 -1.1525  C14 1.539, H20 1.120, H21 1.096, H22 1.129
14 C 0.3358 2.5616 0.0678  C13 1.539, C15 1.402, C19 1.444
15 C 1.1007 1.3906 -0.0309  C14 1.402, C16 1.416, H23 1.170
16 C 1.5748 0.7282 1.1273  C15 1.416, C17 1.390, H24 1.127
17 C 1.5255 1.3166 2.3855  C16 1.390, C18 1.376, H25 1.114
18 C 0.9764 2.5733 2.4932  C17 1.376, C19 1.428, H26 1.130
19 C 0.3622 3.1967 1.3641  C14 1.444, C18 1.428, H27 1.119
20 H -1.5384 2.5112 -1.0792  C13 1.120
21 H -0.3123 2.4136 -2.0828  C13 1.096
22 H -0.5358 4.0857 -1.1002  C13 1.129
23 H 1.1873 0.9774 -1.1225  C15 1.170
24 H 2.1271 -0.2483 1.0233  C16 1.127
25 H 1.9785 0.6994 3.1943  C17 1.114
26 H 0.9156 3.0388 3.5208  C18 1.130
27 H 0.1061 4.2454 1.6598  C19 1.119

As for the SMILES: Cc1c[nH]cn1.Cc1ccccc1. For the HOMO-LUMO gap, the calculation gives 9.4 eV. For the total energy, the calculation gives -14612.410 eV. The calculation puts the HOMO energy at -8.66 eV. As for the energy relative to the best compared isomer or geometry (same formula, charge and spin): 46.37 kcal per mole.